Entry P
C4H4N2O2 | ωB97M-V with the def2-TZVPD basis set

Values from the calculation:
Total charge: 0
Structure (SMILES): C=C(C#N)N(O)C=O
LUMO, eV: 0.1
Molecular weight, g mol⁻¹: 112.09

Geometry (Å):
C -1.80250 -0.47325 -0.04058
C 0.57112 0.46963 -0.05830
C 0.31481 1.77477 -0.20342
C 1.93806 -0.03289 0.05904
H 0.37759 -2.28980 0.68685
H -2.24315 -1.49621 -0.29928
H 1.21438 2.37969 -0.22820
H -0.65276 2.14509 -0.31491
N -0.37102 -0.62096 -0.09424
N 3.03727 -0.33706 0.29481
O 0.01618 -1.95949 -0.20706
O -2.39997 0.44048 0.40530

=====

Entry Q
C4H4N2O2 | ωB97M-V with the def2-TZVPD basis set

Values from the calculation:
Total charge: 0
Structure (SMILES): [H]/N=c1\cc(O)cno1
LUMO, eV: -0.2
Molecular weight, g mol⁻¹: 112.09

Geometry (Å):
C 0.89655 -0.32641 -0.04391
C 0.94434 1.19425 0.18886
C -1.51827 -0.12147 -0.02923
C -0.25389 -0.97236 -0.00572
H 2.69634 0.08238 -0.27416
H 1.87446 1.81634 -0.03354
H -2.43150 -1.56437 0.29895
H -0.24595 -1.98573 -0.14130
N -0.16195 1.92637 -0.07928
N -2.73747 -0.53064 0.02142
O 2.20364 -0.74004 0.05537
O -1.26629 1.22167 0.04252

=====

Pick the least stable structure from those above. Pick: entry Q